{"formula": "C42H34N6O5S2Sn", "method": "ωB97M-V with the def2-TZVPD basis set", "e_above_lowest_kcal_mol": 21.8, "homo_lumo_gap_ha": 0.266, "symbols": ["Sn", "S", "S", "O", "O", "O", "O", "O", "N", "N", "N", "N", "N", "N", "C", "C", "C", "C", "C", "C", "C", "C", "C", "C", "C", "C", "C", "C", "C", "C", "C", "C", "C", "C", "C", "C", "C", "C", "C", "C", "C", "C", "C", "C", "C", "C", "C", "C", "C", "C", "C", "C", "C", "C", "C", "C", "H", "H", "H", "H", "H", "H", "H", "H", "H", "H", "H", "H", "H", "H", "H", "H", "H", "H", "H", "H", "H", "H", "H", "H", "H", "H", "H", "H", "H", "H", "H", "H", "H", "H"], "xyz": [[0.64960, -0.00856, 0.14944], [-3.51454, 6.11136, 0.40882], [-0.04115, -3.23306, 7.01638], [-0.76169, 0.22717, -2.17944], [1.37977, 1.48350, 1.58750], [1.76537, 1.20114, -1.40432], [2.17873, 0.72967, 3.54882], [2.66722, 5.58130, -2.97759], [-0.76912, -4.73561, -1.43967], [-1.66178, -7.62384, -7.51257], [-1.27575, 1.47046, 1.01418], [-0.10870, -3.24862, 0.06274], [3.41950, -0.41210, 0.17432], [-0.48193, -0.67098, 2.52398], [-1.58223, 1.44479, 2.33208], [-2.29189, 6.33341, -1.81209], [-1.51939, -7.13281, -6.48298], [-0.16805, -3.52953, -1.20739], [-2.55759, 2.43619, 4.35424], [-1.14924, -4.54466, -3.82862], [-2.25058, 2.50572, 2.94845], [-2.20579, 3.67858, 0.84176], [-0.98740, -0.80986, 5.23186], [1.93558, 4.44443, -2.94756], [2.22597, 3.36030, -2.15454], [0.82498, 4.42941, -3.81971], [-0.27329, -1.81328, 4.62125], [-1.33845, -6.51721, -5.18859], [-1.60915, 0.95358, -4.25062], [0.03386, 3.31924, -3.83932], [-1.17258, -7.31181, -4.05785], [0.77153, -4.73528, 7.02256], [1.23500, -5.05792, 5.78637], [-0.69623, -4.32258, 0.70527], [-0.04050, -1.67355, 3.23944], [-0.96817, -5.34220, -2.70493], [-0.98177, -6.72572, -2.81991], [-1.56971, 2.53934, 0.31210], [-2.17362, 1.37798, 5.09308], [-2.43492, 4.84367, -0.03028], [-1.85795, 5.10487, -1.23987], [-3.19024, 6.98217, -1.02519], [0.92183, -4.06386, 4.81622], [-1.16757, 0.31577, 3.12782], [0.23002, -3.00356, 5.33161], [-1.44835, 0.28990, 4.49427], [4.22663, -0.05592, 1.35843], [-1.32434, -5.13106, -5.06780], [-1.09856, -5.25319, -0.19963], [3.74899, 1.30096, 1.85507], [2.33546, 1.15716, 2.41266], [0.25699, 2.19777, -3.00492], [-0.67048, 1.07872, -3.06483], [3.76182, 5.68018, -2.07879], [1.40126, 2.19922, -2.14304], [-2.56018, 3.62984, 2.16824], [3.72567, 1.99868, 1.01437], [-2.40540, 1.69938, -4.18229], [-0.81842, 3.31192, -4.50813], [0.62976, 5.29056, -4.44460], [-1.62107, -6.18698, -0.08369], [3.07951, 3.34053, -1.49251], [-3.09248, 3.26317, 4.80655], [-2.06413, -0.03326, -4.21910], [5.30008, -0.04228, 1.15522], [1.21239, -4.13644, 3.77600], [3.67774, -1.31734, -0.20083], [-1.11766, 4.46273, -1.70205], [-1.19487, -0.84890, 6.29643], [-1.09171, 1.10087, -5.19910], [-0.81666, -4.34899, 1.77782], [-0.82375, -7.34583, -1.94829], [-2.39406, 1.33246, 6.15303], [-1.28977, 2.51285, -0.73438], [0.20424, -2.89738, -2.00158], [3.43310, 5.55965, -1.04506], [3.54424, 0.27314, -0.56655], [4.41433, 1.68293, 2.62869], [0.86711, -5.29434, 7.94079], [-1.18347, -8.38903, -4.15423], [-1.46844, -4.51486, -5.94536], [-3.67958, 7.92748, -1.20459], [4.17605, 6.67456, -2.21512], [1.78155, -5.96575, 5.56919], [0.54332, -2.41382, 2.69869], [4.52629, 4.93392, -2.30372], [-3.04991, 4.47618, 2.63975], [-1.94075, 6.71358, -2.76185], [-1.17479, -3.46714, -3.73228], [4.04432, -0.80328, 2.13188]]}